[1]
Computed, not measured: a molecular structure, C23H33O24Pb in a non-equilibrium geometry, with the ωB97M-V functional and the def2-TZVPD basis.

The geometry in XYZ format:
```
81
Properties=species:S:1:pos:R:3:forces:R:3:mulliken_charge:R:1
Pb 10.853560 12.923050 -21.327310 -2.7 0.4 3.2 3.967
O 12.198530 13.163120 -16.788470 0.9 0.0 0.9 -0.527
C 11.265460 13.075260 -17.765470 -4.6 1.0 -0.9 0.452
O 11.628390 12.833800 -18.909470 2.8 -1.2 -2.7 -0.448
O 10.061270 13.302400 -17.510310 1.4 -0.3 1.9 -0.686
H 11.628800 13.494960 -16.090700 0.0 0.1 0.6 0.292
O 6.215290 11.671470 -21.075180 -1.2 -0.7 -1.8 -0.523
C 7.382910 11.964910 -20.500630 2.8 1.7 4.9 0.480
O 7.366400 12.342010 -19.299740 -1.8 -0.7 -0.7 -0.722
O 8.484410 11.849140 -21.069710 0.6 -0.6 -3.0 -0.680
H 5.604280 11.749000 -20.338790 -0.1 0.2 0.2 0.285
O 8.397290 16.952290 -20.418960 0.4 1.3 -1.5 -0.535
C 8.919130 15.733810 -20.117400 -0.7 -3.2 3.5 0.408
O 8.435920 15.198130 -19.097210 -0.2 1.2 -0.6 -0.676
O 9.820820 15.188960 -20.789840 1.0 0.8 -2.2 -0.778
H 7.755820 17.058220 -19.712640 -0.1 -0.1 0.2 0.287
C 16.674770 16.092780 -18.967230 0.5 0.4 -0.4 -1.455
C 15.710510 16.427280 -20.086900 -0.9 0.1 0.0 0.500
C 16.018270 15.922020 -21.470630 0.7 -0.1 -0.5 -0.530
O 14.777410 15.436480 -21.900230 0.5 -0.9 -4.2 -0.241
C 13.903140 15.205780 -20.971600 -3.6 -2.5 1.4 0.396
O 12.824350 14.560940 -21.099460 5.3 3.7 0.8 -0.242
O 14.459140 15.734810 -19.868580 -1.2 0.1 2.1 -0.364
H 17.656490 16.505230 -19.200060 0.2 0.0 -0.4 0.402
H 16.800740 15.014880 -18.865490 -0.3 0.1 0.2 0.322
H 16.448180 16.592600 -18.025450 -0.5 -0.4 0.0 0.362
H 15.504940 17.494510 -20.169710 -0.1 0.1 0.5 0.263
H 16.808020 15.171400 -21.439550 -0.3 -0.7 0.0 0.170
H 16.320770 16.606750 -22.262940 0.1 0.5 0.5 0.333
C 13.765690 13.836180 -27.714080 0.8 0.0 1.7 -1.441
C 13.624110 14.544240 -26.297360 0.5 0.8 -3.4 0.404
C 12.544500 15.651680 -26.273310 1.8 -0.5 -0.3 -0.465
O 11.796660 15.235450 -25.187100 -2.4 0.3 0.9 -0.371
C 12.240380 14.108470 -24.614240 -1.4 -0.1 4.7 0.067
O 11.878880 13.699620 -23.486190 1.6 1.6 -6.0 -0.734
O 13.227320 13.630020 -25.350410 0.7 -1.8 0.8 -0.165
H 12.833250 13.433360 -28.109550 -0.1 0.6 -0.1 0.393
H 14.402810 12.960530 -27.589890 0.1 -0.2 0.3 0.265
H 14.357340 14.449750 -28.393470 -0.6 0.3 -0.2 0.420
H 14.553720 15.047810 -26.032140 0.4 -0.6 0.2 0.203
H 12.095550 15.713680 -27.264630 -0.9 -0.1 0.4 0.315
H 12.990250 16.615220 -26.026320 -0.1 0.1 -0.1 0.314
C 12.810410 9.880920 -26.814680 0.2 -0.7 -1.6 -1.054
C 11.374010 10.037940 -26.393810 2.1 -1.9 -0.3 0.412
C 10.845580 8.768800 -25.703410 -0.2 0.1 -0.6 -0.631
O 10.310870 9.284270 -24.478660 -0.1 -0.7 -0.7 -0.330
C 10.798560 10.504960 -24.277910 -0.2 3.2 4.2 -0.044
O 10.653990 11.147650 -23.218280 0.4 -3.0 -5.0 -0.693
O 11.517390 10.943450 -25.373970 -2.1 1.4 2.4 0.128
H 12.761900 9.325480 -27.751290 0.7 -0.1 -0.3 0.532
H 13.427090 9.326240 -26.107480 -0.3 0.0 0.2 0.258
H 13.276190 10.853720 -26.972180 -0.1 0.0 -0.2 -0.090
H 10.769800 10.301920 -27.261760 -0.4 0.7 0.4 0.298
H 11.599890 8.005950 -25.510590 0.3 0.3 0.4 0.271
H 10.132060 8.257090 -26.349280 -0.6 0.2 0.5 0.364
C 12.061810 8.755400 -16.515060 0.8 -0.7 1.0 -1.418
C 10.939450 8.464490 -17.443370 0.4 0.2 0.2 0.452
C 9.824270 9.509780 -17.412460 0.3 0.0 0.7 -0.592
O 9.915350 10.138270 -18.655360 0.0 0.0 -0.8 -0.054
C 10.969510 9.686220 -19.335420 -0.7 2.1 -2.7 0.400
O 11.294830 10.178100 -20.415250 0.0 -1.8 2.4 -0.515
O 11.527170 8.646320 -18.705210 0.5 -0.3 -1.9 -0.399
H 11.816450 8.335120 -15.539730 0.1 0.6 0.4 0.387
H 12.363820 9.802720 -16.517860 -0.4 0.1 0.3 0.315
H 12.955580 8.226300 -16.845710 0.0 -0.3 -0.1 0.336
H 10.616920 7.427540 -17.349550 -0.2 0.0 -0.1 0.330
H 10.093920 10.281230 -16.691170 -0.6 -0.1 0.4 0.261
H 8.842020 9.065780 -17.250780 -0.1 0.4 -0.1 0.299
C 16.193000 10.998940 -25.118390 -0.4 -1.5 -0.2 -1.319
C 15.848190 10.909530 -23.631640 -0.2 0.0 -2.5 0.383
C 16.293520 12.191920 -23.041350 -0.7 -0.5 1.8 -0.536
O 15.187190 12.444970 -22.154020 1.3 1.9 1.6 -0.214
C 14.130820 11.678580 -22.408070 -2.3 1.1 0.7 0.173
O 13.034220 11.723140 -21.913980 2.6 -0.3 -0.3 -0.091
O 14.437070 10.924100 -23.422110 0.4 -2.5 -2.2 -0.211
H 15.951050 10.049340 -25.595680 -0.1 0.0 -0.2 0.354
H 17.270430 11.096560 -25.251560 0.1 0.3 0.1 0.428
H 15.647610 11.784490 -25.641420 0.1 0.1 0.3 0.131
H 16.263480 9.991880 -23.215050 0.0 0.2 0.3 0.291
H 16.404420 12.981250 -23.784830 0.0 0.1 0.3 0.326
H 17.197120 11.973710 -22.472140 0.1 0.8 0.2 0.348
```
Positions in Å, forces in eV/Å.

## Properties
net charge	-1
ΔE to the lowest compared entry with this formula, charge and spin	106.5	kcal per mole
2S+1	1
calculated total energy	-78774.30111	eV

=====

[2]
Computed, not measured: a molecular structure, C23H34BClN11O7PRe, with the ωB97M-V functional and the def2-TZVPD basis.

The geometry in XYZ format:
```
79
Properties=species:S:1:pos:R:3:forces:R:3:mulliken_spin:R:1
Re 0.326238 0.412200 0.999447 0.3 -0.2 0.8 1.556
C 1.632437 -2.568856 2.755570 0.0 0.0 0.2 0.004
C 0.690051 -2.705013 1.628523 -0.1 0.3 -0.1 -0.014
C 0.206162 -3.902423 1.180095 -0.1 -0.2 -0.1 0.019
C -0.622873 -3.612237 0.108869 -0.1 -0.1 0.0 0.052
N -0.642850 -2.300533 -0.073206 0.1 0.3 0.0 -0.035
N 0.176712 -1.677409 0.853869 0.1 -0.5 0.2 0.137
B -1.465264 -1.429099 -1.030919 0.0 0.0 0.2 -0.003
N -2.340534 -0.538174 -0.106166 0.2 0.1 -0.1 -0.004
C -3.648317 -0.552704 0.108663 -0.2 0.0 0.0 0.048
C -3.938123 0.302540 1.164727 -0.1 -0.1 -0.1 0.009
C -2.734571 0.813086 1.597491 0.2 -0.1 -0.2 -0.006
C -2.558901 1.757585 2.738554 0.0 0.0 -0.1 0.010
N -1.738652 0.287092 0.791504 -0.4 0.1 0.3 0.122
N -0.447143 -0.474712 -1.732698 0.2 0.0 0.1 -0.012
C -0.287080 -0.358053 -3.043094 -0.1 -0.1 -0.1 0.040
C 0.546551 0.711760 -3.304406 0.1 0.0 -0.1 0.021
C 0.899778 1.246329 -2.086580 -0.1 0.0 0.2 0.006
C 1.734683 2.482863 -1.990999 -0.1 0.0 0.0 -0.003
N 0.304060 0.480901 -1.087318 0.4 0.3 -0.3 0.075
N -2.301230 -2.127075 -2.021339 -0.2 -0.4 -0.1 0.004
C -3.190710 -1.552487 -2.893026 0.0 -0.1 0.0 0.000
C -3.790875 -2.552281 -3.595475 -0.1 0.1 -0.1 0.002
C -3.220257 -3.750132 -3.096695 -0.1 -0.5 -0.2 0.000
C -3.529624 -5.156839 -3.519057 0.1 0.2 0.1 0.000
N -2.334940 -3.500127 -2.160000 0.2 0.5 0.1 0.000
H 1.761483 -3.547776 3.213528 0.0 0.0 0.0 0.000
H 1.288922 -1.893765 3.531991 0.0 0.0 0.0 -0.001
H 2.607290 -2.272511 2.395359 0.3 0.1 0.0 0.003
H 0.426696 -4.875174 1.586305 0.0 0.0 0.0 0.000
H -1.210805 -4.235244 -0.549382 0.0 0.0 0.0 0.000
H -4.297118 -1.164390 -0.500307 0.0 0.0 0.0 -0.001
H -4.909211 0.525749 1.574793 0.0 0.0 0.0 0.000
H -3.476708 2.330775 2.855440 0.0 0.0 0.0 0.001
H -1.736038 2.458353 2.614416 0.0 0.0 0.0 -0.001
H -2.405122 1.207865 3.666230 0.0 0.0 0.0 0.003
H -0.800142 -1.028216 -3.715273 0.0 0.0 0.0 0.002
H 0.848498 1.080654 -4.270646 0.0 0.0 0.0 0.000
H 1.652987 2.997042 -2.946319 -0.1 0.0 0.0 0.000
H 2.781980 2.247053 -1.841128 -0.1 0.0 -0.2 0.003
H 1.418859 3.169437 -1.211778 0.1 0.0 0.0 -0.001
H -3.318208 -0.481657 -2.950558 0.0 0.0 0.0 -0.001
H -4.538480 -2.459392 -4.366162 0.0 0.0 0.0 0.000
H -4.237933 -5.166666 -4.343315 0.0 0.0 0.0 0.000
H -3.959458 -5.719976 -2.691938 0.0 0.0 0.0 0.000
H -2.624351 -5.673170 -3.833491 0.0 0.0 0.0 0.000
O 1.547585 0.143382 4.639382 -0.2 0.2 -0.3 0.002
Cl 0.739980 0.888913 3.776573 -0.2 0.0 0.1 0.013
O 0.130659 2.017081 4.330558 0.2 -0.3 -0.2 -0.004
O -0.240650 0.011299 3.022154 0.0 0.1 0.2 0.018
O 1.532509 1.285823 2.501932 0.0 -0.1 0.0 -0.013
C 4.295639 2.196255 0.192629 0.1 -0.2 -0.1 -0.002
O 3.262125 1.186323 -0.082094 0.1 0.4 0.0 -0.025
P 2.873115 -0.065931 0.740445 -0.1 -0.2 -0.4 0.004
O 3.895877 -0.038082 1.883807 -0.4 0.0 0.4 -0.027
C 4.468132 -0.740242 3.034256 0.0 -0.1 -0.2 0.000
O 3.105242 -1.358556 -0.067764 0.2 -0.3 -0.2 -0.030
C 2.945670 -1.570534 -1.504784 0.0 0.0 0.1 -0.010
H 5.149707 1.971422 -0.438367 0.0 0.0 0.0 0.001
H 4.574588 2.167698 1.240789 0.0 0.0 0.0 0.001
H 3.861330 3.153641 -0.076517 0.0 0.0 0.0 0.001
H 5.301510 -0.122930 3.349975 0.0 0.0 0.0 0.000
H 4.825250 -1.711797 2.708754 0.0 -0.1 0.0 0.000
H 3.726925 -0.812686 3.820475 0.0 0.0 0.0 0.000
H 3.549839 -2.437785 -1.743807 0.0 0.0 0.0 -0.001
H 3.304579 -0.697423 -2.043196 0.0 0.0 0.0 0.001
H 1.897771 -1.768421 -1.717787 0.0 0.0 0.0 0.005
N -2.328214 4.752055 -0.952894 0.0 0.0 0.1 -0.006
C -1.279385 4.326351 -0.237772 -0.2 0.2 -0.2 -0.014
C -1.019875 2.956092 -0.042078 0.4 0.0 0.0 0.012
N 0.044806 2.554571 0.665744 -0.3 0.2 0.3 -0.041
C 0.878614 3.498624 1.156286 -0.2 0.0 -0.1 0.035
C 0.577039 4.838998 0.961191 0.0 0.2 0.0 -0.010
N -0.480385 5.260040 0.296022 0.2 -0.2 0.1 0.029
H -2.994609 4.128613 -1.372017 0.0 0.0 0.0 0.000
H -2.477514 5.745741 -1.042120 0.0 0.0 0.0 0.000
H -1.660080 2.203748 -0.467809 -0.1 0.0 0.0 0.019
H 1.763817 3.204722 1.688149 0.0 0.0 0.0 0.010
H 1.230521 5.597835 1.375812 0.0 0.0 0.0 0.000
```
Positions in Å, forces in eV/Å.

## Properties
net charge	+3
ΔE to the lowest compared entry with this formula, charge and spin	11.1	kcal per mole
2S+1	3
calculated total energy	-79713.55503	eV

=====

[3]
Computed, not measured: 2 unconnected molecules or ions with the total composition C23H34BNO6S2 in a non-equilibrium geometry, with the ωB97M-V functional and the def2-TZVPD basis.

The geometry in XYZ format:
```
67
Properties=species:S:1:pos:R:3:forces:R:3:mulliken_charge:R:1
C 2.445203 -2.675882 0.928151 -1.0 0.1 -0.5 -1.267
C 0.992172 -2.024208 0.823900 0.3 -0.2 1.1 0.494
C 0.030267 -2.862324 -0.097877 0.4 -1.2 1.3 -0.266
O -0.913474 -2.083863 -0.853095 1.0 -0.3 -1.1 -0.229
C -0.408305 -1.659555 -2.070317 1.0 1.2 -2.3 -0.156
C 0.114227 -2.554477 -3.122757 0.2 2.2 -0.4 -0.725
C 0.655967 -2.000918 -4.374426 -0.9 1.1 1.5 -0.520
C 0.675638 -0.549753 -4.658113 -0.9 -1.2 2.4 -0.689
C 0.143642 0.316114 -3.612356 -0.2 -1.4 1.0 0.765
C -0.395933 -0.218474 -2.339326 0.6 -1.6 -1.1 -0.255
N -0.932853 0.647495 -1.302157 0.8 1.2 -1.0 1.577
C -2.266440 1.196307 -1.674583 -1.5 0.1 -0.6 -0.669
C -3.463612 0.467841 -0.947093 0.4 -0.6 0.5 -0.768
C -3.190686 0.456874 0.602885 1.1 0.3 0.3 -0.028
S -4.693664 0.138388 1.620884 -0.4 0.0 0.1 -0.285
C 0.010076 1.719661 -0.968045 1.4 1.5 0.7 -1.135
C 0.341364 1.915663 0.441351 0.9 1.2 -2.0 -1.008
C 1.285167 2.977977 0.782989 -0.1 -0.1 -2.6 0.693
O 1.668428 3.182169 2.122272 -1.9 0.1 -0.7 -0.792
B 0.551520 3.770448 2.788122 0.5 0.2 0.0 0.852
O 0.018969 4.940663 2.223969 0.1 -1.2 1.6 -0.549
O 0.088855 3.185281 3.968583 0.1 0.2 -1.1 -0.521
C 1.854801 3.855021 -0.257572 -0.8 -0.4 -0.7 0.825
C 2.835370 5.019122 0.106280 0.2 -0.9 -0.8 -1.195
C 4.326795 4.522463 -0.140099 0.0 -0.7 0.1 -0.442
C 4.659143 3.165039 0.602523 -0.2 0.2 0.4 -0.874
C 1.532773 3.672591 -1.689518 -1.4 -2.2 2.3 -0.373
C 0.612100 2.581696 -2.011184 0.0 -0.6 1.5 0.564
S 0.116334 2.146825 -3.724907 0.6 -0.7 0.7 -0.321
H 2.336625 -3.608695 1.542515 0.4 0.8 -0.5 0.297
H 2.772230 -2.966053 -0.110026 -0.1 0.3 1.1 0.328
H 3.190501 -1.970265 1.387219 -0.8 -0.8 -0.4 0.342
H 1.049321 -0.932534 0.574583 -0.1 -1.0 -0.2 -0.355
H 0.574304 -2.075807 1.874511 0.3 0.3 -1.1 0.319
H 0.666534 -3.542785 -0.733236 -0.7 0.8 0.2 0.416
H -0.589567 -3.562332 0.558941 0.7 1.1 -0.9 -0.250
H 0.135786 -3.656510 -2.969431 -0.1 1.0 -0.1 0.414
H 1.063754 -2.741375 -5.105799 -0.4 0.9 0.6 0.342
H 1.098610 -0.137889 -5.599540 -0.4 -0.4 0.9 0.382
H -2.309004 2.302268 -1.483069 0.1 -1.0 0.0 0.406
H -2.443031 1.065492 -2.780286 0.2 0.2 1.0 0.335
H -3.480580 -0.602635 -1.309386 -0.2 1.1 0.4 0.214
H -4.456263 0.945519 -1.194292 1.1 -0.4 0.2 0.500
H -2.433600 -0.340336 0.824975 -0.6 0.8 -0.3 0.010
H -2.754316 1.459072 0.881570 -0.5 -1.0 -0.2 0.131
H -4.344314 0.243161 2.956259 0.4 0.1 -1.2 0.135
H -0.150829 1.238283 1.181201 0.7 0.7 -0.6 0.284
H -0.685039 5.281080 2.804684 0.3 -0.1 -0.4 0.298
H 0.297812 2.233166 3.995166 0.1 0.7 0.1 0.293
H 2.659366 5.369737 1.155864 0.2 -0.3 -1.0 0.262
H 2.666021 5.844475 -0.644860 0.0 -0.6 1.1 0.380
H 4.467187 4.305501 -1.241018 -0.2 0.5 1.0 0.256
H 5.047121 5.341596 0.152732 -0.7 -0.9 -0.3 0.393
H 3.997200 2.317127 0.270945 0.5 1.0 0.2 0.179
H 4.484755 3.287469 1.711721 0.3 -0.2 -1.1 0.185
H 5.714876 2.826549 0.424447 -0.9 0.5 0.2 0.394
H 1.954564 4.315230 -2.493897 -0.3 -0.6 0.9 0.420
C -3.159703 -4.836567 2.484193 0.3 0.0 0.0 -0.340
C -3.288438 -5.837846 1.350999 -0.1 -0.2 0.3 -0.369
O -2.410331 -6.941878 1.590398 0.0 0.0 0.0 -0.550
O -1.810119 -4.397932 2.593341 0.0 0.0 -0.2 -0.507
H -3.794938 -3.965639 2.312910 0.1 0.0 0.0 0.284
H -3.436543 -5.299391 3.439010 -0.3 -0.1 -0.1 0.294
H -2.982804 -5.386515 0.406166 0.0 0.0 0.1 0.171
H -4.314122 -6.206272 1.257898 -0.1 0.2 0.0 0.346
H -2.763685 -7.435284 2.341043 0.1 0.0 -0.1 0.328
H -1.263185 -5.179366 2.423064 -0.1 0.1 0.1 0.327
```
Positions in Å, forces in eV/Å.

## Properties
net charge	0
ΔE to the lowest compared entry with this formula, charge and spin	0.0	kcal per mole
2S+1	1
calculated total energy	-60524.69924	eV